DFT (ωB97M-V/def2-TZVPD) results for 9 unconnected molecules or ions with the total composition C55H56Br2F6N8O6S.

multiplicity = 1
HOMO level = -9.196 eV
charge = 0
LUMO energy = 0.4194 eV
SMILES string = C/C(Br)=C(\Br)[C@@]1(C(F)(F)C(F)(F)F)C[C@H](CC(=O)F)[C@@H](CCCC(=O)O)OS1(=O)=O.c1ccncc1.c1ccncc1.c1ccncc1.c1ccncc1.c1ccncc1.c1ccncc1.c1ccncc1.c1ccncc1

```
134
C55H56Br2F6N8O6S (ωB97M-V/def2-TZVPD)
C 5.24 1.64 -1.25
C 3.79 2.01 -1.35
Br 3.49 3.85 -1.12
C 2.81 1.14 -1.57
Br 3.41 -0.68 -1.82
C 1.29 1.44 -1.66
C 0.95 2.15 -2.97
F -0.38 1.98 -3.25
F 1.14 3.48 -2.92
C 1.71 1.70 -4.25
F 2.94 2.23 -4.31
F 1.01 2.17 -5.31
F 1.77 0.37 -4.37
C 0.56 0.05 -1.60
C -0.96 0.03 -1.41
C -1.70 -0.50 -2.66
C -2.66 0.43 -3.35
O -3.72 0.84 -2.97
F -2.22 0.78 -4.57
C -1.56 1.28 -0.79
C -2.85 0.93 -0.07
C -3.68 2.15 0.33
C -3.87 3.20 -0.78
C -5.26 3.78 -0.72
O -5.68 4.33 0.27
O -6.03 3.65 -1.83
O -0.66 1.65 0.29
S 0.71 2.33 -0.16
O 1.64 2.03 0.88
O 0.43 3.71 -0.41
H 5.84 2.54 -1.21
H 5.55 1.07 -2.11
H 5.38 1.11 -0.32
H 0.79 -0.53 -2.47
H 0.99 -0.43 -0.73
H -1.13 -0.73 -0.65
H -1.01 -0.84 -3.41
H -2.28 -1.38 -2.40
H -1.68 2.10 -1.48
H -2.52 0.46 0.85
H -3.41 0.18 -0.59
H -4.64 1.85 0.72
H -3.17 2.63 1.16
H -3.62 2.85 -1.77
H -3.21 4.03 -0.57
H -5.43 3.61 -2.58
N 0.95 -2.96 -0.17
C 0.81 -3.93 -1.07
C 1.47 -5.14 -1.00
C 2.32 -5.37 0.06
C 2.48 -4.37 1.01
C 1.77 -3.19 0.86
H 0.13 -3.71 -1.89
H 1.31 -5.90 -1.76
H 2.86 -6.30 0.14
H 3.14 -4.51 1.86
H 1.87 -2.38 1.58
N -11.75 3.88 -0.28
C -11.27 4.79 -1.13
C -9.93 5.09 -1.27
C -9.02 4.40 -0.48
C -9.50 3.45 0.41
C -10.86 3.23 0.46
H -12.02 5.31 -1.73
H -9.60 5.84 -1.97
H -7.96 4.60 -0.55
H -8.82 2.89 1.04
H -11.28 2.49 1.14
N 2.16 -4.89 4.43
C 1.24 -5.81 4.15
C 0.68 -6.66 5.09
C 1.10 -6.55 6.40
C 2.06 -5.60 6.72
C 2.55 -4.80 5.70
H 0.94 -5.87 3.10
H -0.07 -7.39 4.80
H 0.69 -7.20 7.17
H 2.42 -5.49 7.73
H 3.30 -4.04 5.91
N 0.28 -0.91 3.57
C 0.55 -1.35 4.80
C 0.98 -0.52 5.83
C 1.14 0.83 5.57
C 0.86 1.30 4.30
C 0.44 0.39 3.34
H 0.41 -2.41 4.96
H 1.18 -0.93 6.81
H 1.47 1.51 6.35
H 0.98 2.34 4.04
H 0.21 0.71 2.33
N 7.81 3.94 -0.35
C 7.79 5.27 -0.29
C 8.72 6.01 0.43
C 9.71 5.34 1.12
C 9.74 3.96 1.06
C 8.77 3.31 0.32
H 7.00 5.75 -0.84
H 8.66 7.09 0.44
H 10.45 5.89 1.69
H 10.50 3.39 1.59
H 8.76 2.23 0.25
N -2.19 8.04 1.27
C -3.08 7.07 1.03
C -3.65 6.28 2.02
C -3.27 6.50 3.33
C -2.34 7.50 3.60
C -1.84 8.23 2.54
H -3.35 6.94 -0.01
H -4.37 5.52 1.76
H -3.69 5.91 4.13
H -2.02 7.70 4.61
H -1.11 9.02 2.70
N -0.01 -8.29 -0.57
C -0.02 -9.62 -0.49
C -1.18 -10.38 -0.48
C -2.40 -9.73 -0.55
C -2.41 -8.34 -0.63
C -1.19 -7.68 -0.63
H 0.95 -10.10 -0.44
H -1.13 -11.46 -0.42
H -3.33 -10.28 -0.54
H -3.33 -7.79 -0.68
H -1.15 -6.60 -0.70
N 2.11 -4.05 -4.85
C 3.08 -4.85 -5.29
C 4.22 -4.39 -5.93
C 4.36 -3.02 -6.13
C 3.36 -2.18 -5.67
C 2.27 -2.74 -5.04
H 2.93 -5.91 -5.12
H 4.98 -5.08 -6.27
H 5.24 -2.63 -6.62
H 3.44 -1.11 -5.80
H 1.46 -2.13 -4.66
```



DFT (ωB97M-V/def2-TZVPD) results for C3H7N4OP in the gas phase.

multiplicity = 1
relative energy (zero: lowest compared OMol25 entry of this formula, charge and spin) = 0.0 kcal/mol
HOMO level = -9.325 eV
charge = 0
LUMO energy = 0.6534 eV
SMILES string = NP(N)(=O)n1ccnc1

```
16
C3H7N4OP (ωB97M-V/def2-TZVPD)
C 2.50 0.52 -0.31
C 1.18 0.85 -0.42
C 1.32 -1.22 0.28
N 2.56 -0.81 0.19
N 0.45 -0.25 -0.10
N -1.63 0.04 1.48
N -1.73 0.58 -1.26
O -1.60 -1.85 -0.32
P -1.23 -0.48 -0.06
H 3.31 1.18 -0.32
H 0.74 1.92 -0.47
H 0.91 -2.12 0.67
H -1.21 0.63 2.20
H -2.39 -0.51 1.88
H -2.23 0.20 -1.98
H -0.95 1.31 -1.44
```



DFT (ωB97M-V/def2-TZVPD) results for 2 unconnected molecules or ions with the total composition C2H3NO2.

multiplicity = 1
relative energy (zero: lowest compared OMol25 entry of this formula, charge and spin) = 133.3 kcal/mol
HOMO level = -10.614 eV
charge = 0
LUMO energy = 0.3551 eV
SMILES string = O=NO.C#C

```
8
C2H3NO2 (ωB97M-V/def2-TZVPD)
C -1.81 -0.27 -0.69
C -2.04 0.08 0.40
N 1.80 -0.21 -0.61
O 0.98 0.66 -0.44
O 2.65 -0.43 0.35
H -1.57 -0.37 -1.69
H -2.35 0.54 1.37
H 2.35 0.01 1.30
```



DFT (ωB97M-V/def2-TZVPD) results for a molecular structure, C12H21N3OsS2Sb.

multiplicity = 1
HOMO level = -18.934 eV
charge = +3
LUMO energy = -12.3162 eV

```
40
C12H21N3OsS2Sb (ωB97M-V/def2-TZVPD)
Os 0.25 -0.57 0.54
S 0.51 -1.10 2.63
C -0.40 -2.55 2.18
C -0.90 -3.60 2.87
C -1.63 -4.54 2.12
C -1.80 -4.35 0.76
C -1.25 -3.24 0.13
N -0.56 -2.36 0.85
H -0.75 -3.71 3.94
H -2.06 -5.41 2.61
H -2.36 -5.06 0.16
H -1.36 -3.06 -0.93
S -0.92 0.37 -1.16
C -1.54 2.05 -1.06
N -1.11 2.95 -0.21
C -1.64 4.34 -0.21
C -3.08 4.31 -0.68
C -3.16 3.62 -2.03
N -2.47 2.31 -1.94
H -0.42 2.68 0.48
H -1.01 4.93 -0.87
H -1.54 4.72 0.80
H -3.46 5.33 -0.76
H -3.70 3.78 0.05
H -2.68 4.20 -2.82
H -4.19 3.43 -2.33
H -2.74 1.57 -2.59
C 3.93 0.81 0.86
Sb 2.84 -0.76 -0.01
C 2.96 -0.76 -2.10
C 3.61 -2.58 0.68
H 4.96 0.66 0.54
H 3.86 0.73 1.94
H 3.56 1.77 0.52
H 4.01 -0.88 -2.37
H 2.58 0.19 -2.49
H 2.38 -1.60 -2.48
H 4.64 -2.64 0.33
H 3.03 -3.40 0.28
H 3.59 -2.59 1.77
```



DFT (ωB97M-V/def2-TZVPD) results for a molecular structure, C4H2MgO2Rb.

multiplicity = 1
relative energy (zero: lowest compared OMol25 entry of this formula, charge and spin) = 0.0 kcal/mol
HOMO level (spin up / spin down) = -10.009 / -9.692 eV
charge = +1
LUMO energy (spin up / spin down) = -3.8662 / -3.8666 eV

```
10
C4H2MgO2Rb (ωB97M-V/def2-TZVPD)
H 1.34 -0.94 0.03
C 0.98 -0.17 0.85
C -0.24 0.41 0.76
C -0.97 0.52 -0.48
C -1.70 0.65 -1.44
O -2.53 0.81 -2.40
O 1.77 -0.16 1.87
Rb 5.15 -2.37 3.20
Mg -3.16 0.33 -4.05
H -0.63 0.92 1.65
```



DFT (ωB97M-V/def2-TZVPD) results for a molecular structure, C11H10BiBrNO.

multiplicity = 1
relative energy (zero: lowest compared OMol25 entry of this formula, charge and spin) = 0.0 kcal/mol
HOMO level = -3.096 eV
charge = -1
LUMO energy = 1.6336 eV

```
25
C11H10BiBrNO (ωB97M-V/def2-TZVPD)
C -1.73 -0.81 0.91
C -2.08 -1.35 2.18
C -2.31 -0.30 3.10
H -2.05 -2.41 2.45
C -2.29 0.91 2.37
C -1.90 0.61 1.00
H -1.89 1.32 0.18
H -1.52 -1.41 0.04
H -2.46 -0.43 4.19
H -2.58 1.92 2.74
Bi 0.63 0.57 0.89
Br 1.56 -1.82 0.32
C 2.66 0.71 -2.76
C 1.57 1.51 -3.23
C 0.59 0.63 -3.77
H 1.53 2.60 -3.21
C 1.07 -0.71 -3.64
C 2.34 -0.66 -3.00
H 2.97 -1.52 -2.76
H 3.60 1.08 -2.33
H -0.35 0.93 -4.24
H 0.56 -1.61 -3.99
O 0.49 0.03 5.36
C 0.69 0.09 4.18
N 0.89 0.12 3.00
```



DFT (ωB97M-V/def2-TZVPD) results for a molecular structure, C22H38Hg2O30PS5.

multiplicity = 2
HOMO level (spin up / spin down) = -14.906 / -14.906 eV
charge = +2
expectation value of S² = 0.76
LUMO energy (spin up / spin down) = -9.0251 / -10.8541 eV

```
98
C22H38Hg2O30PS5 (ωB97M-V/def2-TZVPD)
Hg -0.34 1.33 -1.59
Hg -0.55 0.87 2.31
P -0.05 -0.42 0.21
O 0.17 -0.85 -1.29
O 0.82 0.81 0.38
O -0.13 -1.20 1.57
O -1.23 0.55 0.27
C 1.24 -1.66 -4.50
C 1.83 -2.81 -3.77
O 1.02 -3.89 -4.01
S 0.18 -3.80 -5.50
O -1.24 -3.81 -5.23
O 0.66 -4.74 -6.57
O 0.72 -2.27 -5.67
H 1.95 -0.83 -4.56
H 0.42 -1.24 -3.91
H 1.78 -2.67 -2.69
H 2.89 -2.88 -4.05
C -4.59 1.32 0.70
C -4.13 -0.20 0.60
O -5.37 -0.93 0.88
S -6.61 -0.12 0.13
O -7.95 -0.25 0.78
O -6.57 -0.25 -1.32
O -5.97 1.39 0.70
H -4.52 1.87 -0.24
H -4.17 1.69 1.64
H -3.45 -0.49 1.40
H -3.62 -0.53 -0.30
C 2.80 -2.62 1.70
C 3.14 -1.24 1.08
O 4.57 -1.13 1.12
S 5.40 -2.55 1.43
O 5.65 -2.59 2.90
O 6.36 -2.89 0.38
O 3.95 -3.31 1.21
H 1.87 -3.10 1.38
H 2.66 -2.49 2.77
H 2.75 -0.44 1.72
H 2.88 -1.05 0.04
C 4.97 1.34 -0.24
C 3.56 1.92 -0.19
O 3.78 3.35 -0.53
S 4.88 3.60 -1.70
O 5.76 4.77 -1.47
O 4.44 3.33 -3.05
O 5.70 2.27 -1.10
H 5.11 0.43 -0.82
H 5.43 1.31 0.75
H 3.15 1.82 0.81
H 3.02 1.43 -1.00
C -2.22 -3.35 2.48
C -1.48 -2.93 3.73
O -1.45 -4.05 4.59
S -1.62 -5.51 3.80
O -2.75 -6.31 4.32
O -0.33 -6.13 3.48
O -2.33 -4.78 2.43
H -1.82 -3.09 1.50
H -3.19 -2.85 2.45
H -1.86 -2.04 4.23
H -0.45 -2.69 3.45
O 0.38 3.04 2.15
C 0.86 4.15 2.32
O 1.40 4.63 3.40
C 2.02 5.95 3.20
C 1.84 6.30 1.70
C 1.16 5.07 1.17
H 3.10 5.97 3.36
H 1.55 6.67 3.86
H 2.74 6.38 1.09
H 1.35 7.25 1.47
H 1.84 4.55 0.50
H 0.29 5.24 0.53
O 1.17 -6.61 -0.79
C 0.23 -5.88 -1.05
O -0.82 -6.35 -1.63
C -1.73 -5.31 -1.93
C -1.22 -4.03 -1.35
C 0.09 -4.36 -0.82
H -2.73 -5.45 -1.53
H -1.86 -5.19 -3.01
H -1.82 -3.58 -0.56
H -1.13 -3.39 -2.22
H 0.35 -4.09 0.20
H 0.84 -3.98 -1.51
O -0.98 3.34 -0.78
C -1.82 4.21 -0.71
O -1.79 5.19 -1.69
C -2.90 6.11 -1.53
C -3.93 5.26 -0.63
C -3.03 4.37 0.19
H -3.33 6.35 -2.50
H -2.47 6.96 -1.00
H -4.52 4.72 -1.37
H -4.60 5.89 -0.04
H -3.35 3.34 0.37
H -2.72 4.87 1.10
```



DFT (ωB97M-V/def2-TZVPD) results for 2 unconnected molecules or ions with the total composition C5H11N.

multiplicity = 1
relative energy (zero: lowest compared OMol25 entry of this formula, charge and spin) = 101.4 kcal/mol
HOMO level (spin up / spin down) = -8.540 / -7.412 eV
charge = 0
LUMO energy (spin up / spin down) = 1.0841 / 0.5459 eV

```
17
C5H11N (ωB97M-V/def2-TZVPD)
C 0.86 1.15 -0.43
C 1.81 2.22 -0.95
C -0.88 -1.93 -0.48
C -0.77 -0.50 1.65
C -1.35 -0.77 0.35
N -0.25 0.96 -1.00
H 1.08 0.62 0.41
H 1.29 3.13 -0.95
H 2.77 2.10 -0.43
H 1.96 1.90 -1.96
H 0.02 -2.46 -0.28
H -1.53 -2.73 -0.39
H -0.81 -1.75 -1.55
H -1.20 -1.30 2.23
H -0.88 0.46 1.94
H 0.34 -0.67 1.56
H -2.46 -0.45 0.28
```



DFT (ωB97M-V/def2-TZVPD) results for a molecular structure, C35H52OOsP3Sb.

multiplicity = 5
relative energy (zero: lowest compared OMol25 entry of this formula, charge and spin) = 0.0 kcal/mol
HOMO level (spin up / spin down) = -17.986 / -17.930 eV
charge = +4
expectation value of S² = 6.05
LUMO energy (spin up / spin down) = -11.4050 / -14.4066 eV

```
93
C35H52OOsP3Sb (ωB97M-V/def2-TZVPD)
Os 0.47 -0.06 -0.27
P -1.46 -1.39 -0.12
P 1.97 -1.45 0.60
P 0.35 -0.42 -2.62
H 1.18 2.56 0.48
C 0.82 2.07 -0.43
C -0.60 1.79 -0.59
H -1.32 2.05 0.20
C -2.57 -1.56 1.35
C -1.27 -3.21 -0.45
C -2.81 -0.88 -1.28
C 3.34 -0.36 1.11
C 1.64 -2.33 2.18
C 2.43 -2.88 -0.46
C -0.77 0.66 -3.63
C -0.07 -2.05 -3.40
C 1.97 -0.04 -3.33
H 1.37 2.37 -1.33
H -1.02 1.90 -1.59
H -2.95 -0.57 1.66
H -2.05 -2.04 2.19
H -3.43 -2.19 1.07
H -0.57 -3.65 0.27
H -0.92 -3.41 -1.47
H -2.25 -3.68 -0.32
H -2.94 0.20 -1.17
H -3.73 -1.39 -0.97
H -2.59 -1.15 -2.32
H 4.28 -0.85 0.81
H 3.32 -0.26 2.20
H 3.29 0.66 0.68
H 2.51 -2.94 2.47
H 0.77 -2.98 2.09
H 1.46 -1.61 2.98
H 3.19 -3.51 0.03
H 2.82 -2.55 -1.42
H 1.55 -3.51 -0.65
H -0.68 0.37 -4.69
H -0.47 1.71 -3.51
H -1.81 0.54 -3.31
H 0.21 -2.00 -4.46
H -1.15 -2.21 -3.33
H 0.46 -2.87 -2.92
H 1.85 0.23 -4.39
H 2.66 -0.89 -3.22
H 2.38 0.81 -2.78
C 4.91 1.56 -2.41
C 6.29 1.41 -2.10
C 7.23 2.12 -2.86
C 6.83 2.92 -3.94
C 5.50 2.89 -4.36
C 4.55 2.20 -3.61
O 3.89 1.20 -1.52
H 3.89 0.22 -1.31
H 6.60 0.70 -1.34
H 8.30 2.03 -2.64
H 7.55 3.54 -4.48
H 5.20 3.37 -5.30
H 3.53 2.08 -3.98
C -0.96 -1.01 7.13
C -0.84 -1.92 6.07
C -0.66 -1.45 4.76
C -0.59 -0.08 4.50
C -0.69 0.82 5.56
C -0.91 0.36 6.87
Sb -0.40 0.77 2.44
C -2.45 1.63 2.73
C -2.84 2.80 2.07
C -4.13 3.32 2.23
C -5.06 2.66 3.04
C -4.68 1.49 3.71
C -3.39 0.99 3.56
C 0.70 2.56 3.05
C 0.13 3.80 3.36
C 0.96 4.89 3.69
C 2.35 4.73 3.74
C 2.91 3.47 3.48
C 2.07 2.38 3.22
H -1.10 -1.37 8.15
H -0.86 -2.99 6.26
H -0.57 -2.18 3.95
H -0.60 1.89 5.39
H -1.01 1.08 7.68
H -2.15 3.33 1.41
H -4.39 4.24 1.73
H -6.08 3.05 3.13
H -5.40 0.97 4.35
H -3.13 0.07 4.10
H -0.95 3.94 3.38
H 0.51 5.85 3.92
H 2.99 5.57 3.99
H 3.99 3.33 3.52
H 2.51 1.38 3.16
```



Result set for strongest force on any atom: 1.72, 5.70, 5.14, 1.57, 5.85, 2.07, 7.79, 3.96, 3.78 eV/A, one per record in the order listed.